(one)
9
Properties=species:S:1:pos:R:3 method="wB97M-V/def2-TZVPD" orbital_gap_ha=0.42754 lumo_ha=0.0154 homo_ev=-11.22 total_charge=0
N 2.51 -0.51 -0.50
C 1.45 -0.28 -0.09
C 0.09 0.00 0.40
N -0.83 -1.03 -0.06
C -0.30 1.39 0.03
N -0.68 2.45 -0.20
H 0.13 -0.02 1.50
H -1.78 -0.68 -0.06
H -0.60 -1.32 -1.00



(two)
9
Properties=species:S:1:pos:R:3 method="wB97M-V/def2-TZVPD" orbital_gap_ha=0.35421 lumo_ha=-0.0060 homo_ev=-9.80 total_charge=0
C 0.14 1.29 0.06
C -1.11 0.65 0.00
N -1.26 -0.65 -0.06
N -0.10 -1.37 0.07
C 1.09 -0.68 -0.03
N 1.24 0.64 -0.05
H 0.20 2.30 0.04
H -2.02 1.19 0.02
H 1.95 -1.37 0.06



(three)
9
Properties=species:S:1:pos:R:3 method="wB97M-V/def2-TZVPD" orbital_gap_ha=0.39186 lumo_ha=-0.0311 homo_ev=-11.51 total_charge=0
N -0.50 -0.84 -0.45
C 0.52 -0.47 0.20
C 1.87 -0.97 -0.04
N 2.94 -1.34 -0.24
C -1.50 2.68 0.60
N -1.72 1.58 0.23
H -1.73 0.62 -0.10
H -0.30 -1.54 -1.16
H 0.42 0.29 0.97



Q: What are the energies relative to the best structure? A: (one) 0.0; (two) 59.0; (three) 112.6, in kJ/mol.



(one)
9
Properties=species:S:1:pos:R:3 method="wB97M-V/def2-TZVPD" orbital_gap_ha="0.29684 / 0.25934" lumo_ha="-0.0607 / -0.0758" homo_ev="-9.73 / -9.12" total_charge=0
C 0.01 0.01 0.04
C -0.47 1.24 0.62
C -1.34 2.61 -0.37
N -1.64 3.52 0.43
N -1.22 3.14 1.60
N -0.59 1.89 1.66
H -0.82 -0.63 -0.27
H 0.63 0.20 -0.83
H 0.59 -0.51 0.81



(two)
9
Properties=species:S:1:pos:R:3 method="wB97M-V/def2-TZVPD" orbital_gap_ha=0.35126 lumo_ha=-0.0423 homo_ev=-10.71 total_charge=0
H 2.45 0.62 0.01
N 1.99 -0.28 -0.03
C 0.71 -0.18 0.03
C -0.26 0.98 0.03
N -1.43 0.56 -0.02
C -1.25 -0.86 -0.01
N -0.08 -1.39 0.01
H -0.01 2.07 -0.04
H -2.11 -1.54 0.02



(three)
9
Properties=species:S:1:pos:R:3 method="wB97M-V/def2-TZVPD" orbital_gap_ha=0.44254 lumo_ha=0.0357 homo_ev=-11.07 total_charge=0
C -0.48 1.88 -0.21
C -1.34 1.06 -0.05
H 0.31 2.59 -0.35
H -2.08 0.29 0.10
C 1.86 -0.32 0.04
N 1.91 -1.47 -0.01
H 1.80 0.75 0.10
N -0.64 -2.81 0.12
N -1.35 -1.98 0.26



(four)
9
Properties=species:S:1:pos:R:3 method="wB97M-V/def2-TZVPD" orbital_gap_ha=0.32761 lumo_ha=0.0097 homo_ev=-8.65 total_charge=0
N -1.00 -0.90 -0.28
C -0.11 0.16 -0.13
C 1.18 -0.13 0.07
N 2.34 -0.48 0.26
C -0.49 1.53 -0.14
N -0.83 2.64 -0.18
H -1.89 -0.90 0.18
H -0.85 -1.53 -1.04
H 1.64 -0.39 1.26



Q: What are the energies relative to the best structure? A: (one) 517.2; (two) 0.0; (three) 63.8; (four) 223.1, in kJ/mol.



(one)
7
Properties=species:S:1:pos:R:3 method="wB97M-V/def2-TZVPD" orbital_gap_ha=0.31813 lumo_ha=0.0006 homo_ev=-8.64 total_charge=0
C -0.73 -0.30 -0.03
C 0.69 0.33 -0.03
S 2.23 -0.20 -0.03
H -1.29 0.18 -0.77
H -0.92 -0.05 0.97
H -0.63 -1.33 -0.12
H 0.65 1.38 0.01



(two)
7
Properties=species:S:1:pos:R:3 method="wB97M-V/def2-TZVPD" orbital_gap_ha="0.28648 / 0.28644" lumo_ha="-0.0139 / -0.0139" homo_ev="-8.17 / -8.17" total_charge=0
C -0.32 -0.10 -0.76
C 0.55 0.17 0.34
S -0.75 0.40 -2.15
H -1.53 -1.18 0.31
H 0.36 -0.67 1.15
H 0.12 0.96 0.93
H 1.58 0.42 0.19



Q: What are the energies relative to the best structure? A: (one) 0.0; (two) 297.5, in kJ/mol.



(one)
30
Properties=species:S:1:pos:R:3 method="wB97M-V/def2-TZVPD" orbital_gap_ha=0.35277 lumo_ha=-0.0117 homo_ev=-9.92 total_charge=0
O -0.86 1.12 0.41
H -1.48 0.42 0.15
H -0.15 0.64 0.85
O -1.92 0.84 -4.07
H -1.86 -0.11 -3.92
H -1.03 1.17 -3.87
O 1.61 4.01 3.45
H 1.82 3.66 2.57
H 1.89 3.32 4.05
O 0.51 -1.58 -1.68
H 1.10 -2.22 -1.28
H 0.83 -0.73 -1.37
O 3.41 0.59 -1.81
H 4.28 0.71 -1.41
H 3.46 1.07 -2.64
O -0.84 -2.55 -2.82
H -0.97 -3.05 -3.63
H -1.73 -2.30 -2.55
O -2.13 -3.74 2.34
H -1.83 -3.01 2.88
H -1.32 -4.22 2.12
O -1.53 4.78 3.42
H -2.40 5.20 3.47
H -1.66 3.92 3.83
O -1.37 -2.48 0.05
H -1.25 -1.63 0.48
H -1.17 -3.12 0.73
O 2.24 -0.27 -0.31
H 1.46 -0.47 0.21
H 2.89 0.02 0.34



(two)
30
Properties=species:S:1:pos:R:3 method="wB97M-V/def2-TZVPD" orbital_gap_ha=0.39744 lumo_ha=-0.0069 homo_ev=-11.00 total_charge=0
O 1.08 -0.11 0.03
H 0.12 -0.15 0.22
H 1.01 -0.49 -0.91
O 1.21 -2.10 -2.82
H 0.39 -2.42 -3.24
H 1.14 -2.41 -1.91
O 4.47 -2.42 2.22
H 4.10 -1.48 2.26
H 3.84 -2.89 2.74
O -2.04 3.84 -0.64
H -1.97 3.23 0.14
H -1.45 4.54 -0.62
O -2.03 -1.17 -1.93
H -1.76 -0.31 -2.17
H -2.99 -1.28 -2.21
O 3.61 1.97 1.93
H 3.10 1.76 1.07
H 4.25 2.56 1.56
O 2.69 2.14 -2.03
H 2.97 1.98 -2.99
H 3.42 2.71 -1.77
O -2.81 0.20 -0.08
H -2.25 0.78 -0.67
H -2.62 0.59 0.73
O -1.72 -3.61 0.21
H -2.21 -4.43 0.36
H -2.53 -2.99 0.15
O -3.66 0.21 3.38
H -4.26 0.82 3.97
H -3.10 0.93 3.02



Q: What are the energies relative to the best structure? A: (one) 170.0; (two) 0.0, in kJ/mol.